# C23H24IN2O2S2SbSn

A molecular structure, C23H24IN2O2S2SbSn (the ωB97M-V functional and the def2-TZVPD basis, the OMol25 dataset).

Properties
LUMO energy (eV): -6.661
Energy relative to the best compared isomer or geometry (same formula, charge and spin) (kcal per mole): 0.0
Orbital gap (eV): 6.42
Molar mass (g/mol): 791.966
Total charge: +2
E_HOMO (eV): -13.08

```
56
C23H24IN2O2S2SbSn | the OMol25 dataset | the ωB97M-V functional and the def2-TZVPD basis
Sn -0.956 0.664 0.110
I -1.956 2.604 2.291
C -2.209 0.839 3.395
C -2.489 1.004 4.720
C -2.769 -0.122 5.520
C -2.786 -1.361 4.957
C -2.498 -1.544 3.583
C -2.542 -2.843 3.020
C -2.268 -3.061 1.704
C -1.901 -1.976 0.884
C -1.849 -0.704 1.404
C -2.174 -0.428 2.760
H -2.520 1.991 5.161
H -2.988 0.016 6.569
H -3.027 -2.233 5.553
H -2.810 -3.669 3.666
H -2.317 -4.056 1.283
H -1.663 -2.164 -0.155
O 3.264 -2.010 -2.315
C 2.177 -2.332 -3.034
C 2.374 -3.179 -4.125
C 1.310 -3.561 -4.909
C 0.014 -3.109 -4.637
C -0.190 -2.267 -3.573
C 0.881 -1.859 -2.752
C 0.610 -0.960 -1.644
O -0.620 -0.473 -1.535
N 1.557 -0.624 -0.808
N 1.159 0.261 0.199
C 2.088 0.565 1.057
S 3.658 -0.138 0.968
C 4.362 0.905 2.278
C 3.271 1.192 3.289
S 1.793 1.687 2.351
H 2.997 -1.452 -1.565
H 3.379 -3.524 -4.326
H 1.482 -4.223 -5.748
H -0.816 -3.422 -5.254
H -1.183 -1.905 -3.348
H 4.743 1.819 1.826
H 5.188 0.357 2.727
H 3.532 2.017 3.949
H 3.021 0.314 3.881
C 0.829 3.968 -1.176
Sb -0.770 2.718 -1.728
C -2.468 3.947 -1.922
C -0.300 1.918 -3.611
H 0.884 4.761 -1.921
H 1.752 3.393 -1.176
H 0.650 4.394 -0.191
H -2.236 4.716 -2.658
H -2.695 4.409 -0.964
H -3.313 3.352 -2.260
H -0.202 2.764 -4.292
H -1.096 1.253 -3.934
H 0.637 1.371 -3.544
```

# C23H24N2O5

C23H24N2O5 in the gas phase (the ωB97M-V functional and the def2-TZVPD basis, the OMol25 dataset).

Properties
LUMO energy (eV): -0.310
Energy relative to the best compared isomer or geometry (same formula, charge and spin) (kcal per mole): 57.4
Orbital gap (eV): 8.18
Molar mass (g/mol): 408.454
SMILES string: COCCCN1C(=O)C(=O)/C(=C(/O)c2ccc3c(c2)C[C@H](C)O3)[C@@H]1c1cccnc1
E_HOMO (eV): -8.49

```
54
C23H24N2O5 | the OMol25 dataset | the ωB97M-V functional and the def2-TZVPD basis
C -1.906 -1.048 -6.855
O -2.748 -1.878 -6.094
C -3.224 -1.305 -4.901
C -2.160 -1.171 -3.806
C -2.785 -0.683 -2.499
N -1.825 -0.625 -1.426
C -1.868 -1.447 -0.351
O -2.681 -2.323 -0.165
C -0.692 -1.063 0.549
O -0.436 -1.581 1.614
C -0.017 0.028 -0.132
C 1.051 0.752 0.290
O 1.388 1.853 -0.419
C 1.865 0.425 1.461
C 2.261 1.446 2.326
C 3.024 1.189 3.452
C 3.402 -0.122 3.688
C 3.036 -1.150 2.812
C 2.272 -0.893 1.704
C 3.616 -2.429 3.334
C 4.217 -1.984 4.686
C 3.452 -2.552 5.876
O 4.145 -0.547 4.726
C -0.804 0.397 -1.367
C -1.419 1.772 -1.238
C -2.295 2.056 -0.196
C -2.844 3.323 -0.108
C -2.492 4.260 -1.069
N -1.660 4.000 -2.063
C -1.140 2.789 -2.143
H -1.762 -1.553 -7.808
H -0.930 -0.902 -6.379
H -2.368 -0.068 -7.029
H -3.667 -0.317 -5.105
H -4.014 -1.979 -4.561
H -1.694 -2.145 -3.646
H -1.390 -0.468 -4.127
H -3.229 0.309 -2.644
H -3.564 -1.379 -2.176
H 2.169 2.272 -0.030
H 1.926 2.460 2.147
H 3.310 1.976 4.130
H 1.999 -1.682 1.024
H 4.376 -2.824 2.658
H 2.849 -3.191 3.469
H 5.279 -2.243 4.771
H 3.840 -2.134 6.801
H 2.398 -2.297 5.793
H 3.557 -3.633 5.904
H -0.169 0.369 -2.262
H -2.540 1.291 0.529
H -3.527 3.578 0.688
H -2.893 5.264 -1.047
H -0.462 2.624 -2.970
```

# C23H24N2O6

C23H24N2O6 in the gas phase (the ωB97M-V functional and the def2-TZVPD basis, the OMol25 dataset).

Properties
LUMO energy (eV): 0.624
Energy relative to the best compared isomer or geometry (same formula, charge and spin) (kcal per mole): 19.1
Orbital gap (eV): 9.09
Molar mass (g/mol): 424.453
SMILES string: CCC[C@]1(C(=O)O)N[C@H](c2cccc(OC)c2O)[C@H]2C(=O)N(c3ccccc3)C(=O)[C@H]21
E_HOMO (eV): -8.46

```
55
C23H24N2O6 | the OMol25 dataset | the ωB97M-V functional and the def2-TZVPD basis
C 1.957 0.280 -3.887
C 1.408 0.957 -2.638
C 0.048 0.378 -2.254
C -0.398 0.842 -0.858
C -0.819 2.309 -0.931
O -1.105 2.900 -1.931
O -0.849 2.885 0.281
N 0.657 0.654 0.116
C 0.491 -0.661 0.721
C 1.260 -1.681 -0.090
C 0.693 -2.666 -0.889
C 1.486 -3.514 -1.636
C 2.868 -3.397 -1.612
C 3.453 -2.430 -0.816
O 4.805 -2.204 -0.687
C 5.684 -3.005 -1.436
C 2.648 -1.572 -0.048
O 3.228 -0.636 0.744
C -1.037 -0.875 0.776
C -1.602 -0.259 2.043
O -1.303 -0.536 3.172
N -2.546 0.685 1.674
C -3.295 1.448 2.608
C -2.647 2.052 3.676
C -3.380 2.794 4.585
C -4.747 2.944 4.424
C -5.386 2.344 3.351
C -4.666 1.590 2.442
C -2.676 0.826 0.301
O -3.478 1.534 -0.247
C -1.615 -0.030 -0.353
H 2.089 -0.786 -3.711
H 2.919 0.707 -4.160
H 1.274 0.410 -4.724
H 1.311 2.029 -2.811
H 2.096 0.807 -1.806
H -0.707 0.692 -2.976
H 0.118 -0.709 -2.262
H -1.165 3.799 0.204
H 0.646 1.383 0.818
H 0.921 -0.654 1.728
H -0.378 -2.780 -0.940
H 1.031 -4.272 -2.254
H 3.469 -4.063 -2.210
H 6.685 -2.655 -1.190
H 5.593 -4.061 -1.164
H 5.513 -2.888 -2.511
H 4.186 -0.707 0.628
H -1.309 -1.929 0.754
H -1.581 1.934 3.796
H -2.878 3.260 5.420
H -5.314 3.527 5.133
H -6.451 2.459 3.222
H -5.159 1.121 1.606
H -2.044 -0.584 -1.187
```

# C23H24N4O2S

C23H24N4O2S in the gas phase in a non-equilibrium geometry (the ωB97M-V functional and the def2-TZVPD basis, the OMol25 dataset).

Properties
LUMO energy (eV): 0.001
Energy relative to the best compared isomer or geometry (same formula, charge and spin) (kcal per mole): 31.9
Orbital gap (eV): 8.71
Molar mass (g/mol): 420.538
SMILES string: Cc1ccc([C@H](C(=O)NCCc2ccccc2)N(C(=O)c2csnn2)C2CC2)cc1
E_HOMO (eV): -8.71

```
54
C23H24N4O2S | the OMol25 dataset | the ωB97M-V functional and the def2-TZVPD basis
C -5.501 2.583 -1.456
C -4.117 2.255 -0.985
C -3.917 1.499 0.163
C -2.643 1.213 0.612
C -1.528 1.659 -0.089
C -0.142 1.386 0.452
C 1.007 1.586 -0.558
O 1.946 2.315 -0.296
N 0.872 0.894 -1.694
C 1.945 0.765 -2.649
C 2.422 -0.690 -2.745
C 2.661 -1.316 -1.396
C 3.411 -0.669 -0.421
C 3.615 -1.254 0.815
C 3.085 -2.503 1.094
C 2.351 -3.162 0.125
C 2.134 -2.568 -1.106
N -0.030 0.055 1.057
C -0.532 -0.994 0.378
O -0.964 -0.887 -0.771
C -0.621 -2.335 1.005
C -1.009 -3.433 0.258
S -1.055 -4.790 1.270
N -0.593 -3.871 2.576
N -0.416 -2.664 2.296
C 0.666 -0.064 2.304
C 1.710 0.922 2.736
C 0.391 0.868 3.450
C -1.723 2.432 -1.225
C -3.001 2.722 -1.666
H -5.856 3.490 -0.965
H -5.516 2.754 -2.530
H -6.193 1.779 -1.215
H -4.771 1.134 0.716
H -2.514 0.627 1.512
H 0.035 2.115 1.249
H 0.083 0.254 -1.761
H 2.749 1.425 -2.315
H 1.603 1.102 -3.634
H 1.670 -1.276 -3.278
H 3.344 -0.715 -3.331
H 3.835 0.303 -0.620
H 4.198 -0.736 1.561
H 3.246 -2.962 2.058
H 1.952 -4.147 0.327
H 1.553 -3.087 -1.856
H -1.248 -3.460 -0.784
H 0.849 -1.097 2.557
H 1.942 1.766 2.105
H 2.574 0.520 3.241
H 0.355 0.440 4.440
H -0.309 1.678 3.309
H -0.873 2.816 -1.768
H -3.132 3.321 -2.556
```

# C23H24N4O3S2V

A molecular structure, C23H24N4O3S2V (the ωB97M-V functional and the def2-TZVPD basis, the OMol25 dataset).

Properties
LUMO energy (spin up / spin down) (eV): -3.319 / -3.483
<S²>: 2.0181
Energy relative to the best compared isomer or geometry (same formula, charge and spin) (kcal per mole): 15.2
Orbital gap (spin up / spin down) (eV): 7.58 / 7.49
Molar mass (g/mol): 519.548
Total charge: +1
2S+1: 3
E_HOMO (spin up / spin down) (eV): -10.90 / -10.97

```
57
C23H24N4O3S2V | the OMol25 dataset | the ωB97M-V functional and the def2-TZVPD basis
V 0.162 0.999 -1.010
C 3.727 -1.948 2.265
C 4.218 -2.055 0.830
N 3.120 -2.028 -0.129
C 2.493 -0.908 -0.497
S 1.102 -1.100 -1.554
N 2.944 0.249 -0.074
N 2.199 1.254 -0.608
C 2.669 2.443 -0.676
C 3.995 2.872 -0.153
C 1.819 3.337 -1.487
C 2.130 4.659 -1.755
C 1.327 5.370 -2.638
C 0.237 4.747 -3.220
C -0.030 3.431 -2.878
N 0.745 2.740 -2.051
H 4.571 -1.894 2.953
H 3.122 -2.814 2.537
H 3.122 -1.051 2.395
H 4.760 -2.987 0.668
H 4.899 -1.238 0.590
H 2.741 -2.896 -0.463
H 4.293 2.226 0.669
H 3.968 3.904 0.190
H 4.753 2.793 -0.936
H 2.988 5.124 -1.295
H 1.557 6.401 -2.868
H -0.410 5.263 -3.914
H -0.900 2.916 -3.267
O -1.216 2.680 -0.290
C -0.797 2.396 0.845
O 0.032 1.440 0.977
H -1.125 2.942 1.738
O -1.607 -0.030 -0.906
S -2.514 -0.214 0.321
C -3.841 -1.199 -0.331
C -3.738 -1.799 -1.576
C -4.799 -2.571 -2.025
C -5.930 -2.733 -1.238
C -6.019 -2.118 0.003
C -4.971 -1.337 0.463
C -1.659 -1.380 1.338
C -1.176 -2.571 0.807
C -0.484 -3.432 1.637
C -0.293 -3.104 2.977
C -0.781 -1.915 3.493
C -1.467 -1.036 2.667
H -2.852 -1.649 -2.176
H -4.743 -3.046 -2.995
H -6.751 -3.336 -1.600
H -6.907 -2.239 0.607
H -5.034 -0.841 1.424
H -1.335 -2.806 -0.236
H -0.098 -4.366 1.252
H 0.242 -3.788 3.623
H -0.625 -1.668 4.534
H -1.835 -0.091 3.046
```

# C23H24N4O4S

C23H24N4O4S in the gas phase (the ωB97M-V functional and the def2-TZVPD basis, the OMol25 dataset).

Properties
LUMO energy (eV): 0.286
Energy relative to the best compared isomer or geometry (same formula, charge and spin) (kcal per mole): 73.3
Orbital gap (eV): 8.14
Molar mass (g/mol): 452.536
SMILES string: COc1ccccc1NS(=O)(=O)c1cc(NC(=O)c2ccncc2)ccc1N1CCCC1
E_HOMO (eV): -7.86

```
56
C23H24N4O4S | the OMol25 dataset | the ωB97M-V functional and the def2-TZVPD basis
C -0.538 -3.654 -0.769
O -0.597 -2.372 -1.343
C -1.783 -1.688 -1.290
C -2.945 -2.142 -0.687
C -4.082 -1.346 -0.685
C -4.068 -0.100 -1.281
C -2.914 0.361 -1.893
C -1.776 -0.426 -1.910
N -0.608 0.043 -2.529
S 0.190 1.293 -1.727
O 1.446 1.456 -2.395
O -0.691 2.421 -1.702
C 0.486 0.489 -0.137
C 1.644 -0.258 -0.223
C 1.969 -1.226 0.717
N 3.163 -1.950 0.655
C 4.381 -1.553 0.186
O 5.280 -2.356 0.041
C 4.559 -0.091 -0.063
C 4.248 0.847 0.918
C 4.503 2.182 0.649
N 5.020 2.612 -0.488
C 5.318 1.720 -1.414
C 5.124 0.356 -1.252
C 1.020 -1.516 1.695
C -0.139 -0.780 1.784
C -0.431 0.290 0.913
N -1.569 1.026 1.082
C -2.608 0.610 2.004
C -3.732 1.642 1.820
C -3.117 2.748 0.951
C -1.619 2.475 1.020
H -1.246 -4.340 -1.244
H -0.730 -3.617 0.308
H 0.477 -4.007 -0.943
H -2.975 -3.108 -0.207
H -4.979 -1.714 -0.211
H -4.958 0.511 -1.281
H -2.867 1.330 -2.360
H 0.050 -0.703 -2.715
H 2.283 -0.075 -1.070
H 3.129 -2.912 0.972
H 3.831 0.543 1.866
H 4.284 2.947 1.383
H 5.742 2.116 -2.327
H 5.394 -0.346 -2.024
H 1.201 -2.316 2.398
H -0.840 -1.028 2.564
H -2.934 -0.402 1.757
H -2.254 0.628 3.046
H -4.053 2.030 2.785
H -4.595 1.193 1.332
H -3.367 3.745 1.306
H -3.446 2.650 -0.082
H -1.086 2.862 0.159
H -1.191 2.900 1.942
```

# C23H24N4O4S

A molecular structure, C23H24N4O4S in a non-equilibrium geometry (the ωB97M-V functional and the def2-TZVPD basis, the OMol25 dataset).

Properties
LUMO energy (eV): -0.238
Energy relative to the best compared isomer or geometry (same formula, charge and spin) (kcal per mole): 455.9
Orbital gap (eV): 6.59
Molar mass (g/mol): 452.536
E_HOMO (eV): -6.83

```
56
C23H24N4O4S | the OMol25 dataset | the ωB97M-V functional and the def2-TZVPD basis
C -6.976 -2.649 0.660
H -6.469 -3.659 0.719
H -7.503 -2.297 1.401
O -5.854 -1.835 0.456
C -6.087 -0.627 0.219
C -7.423 0.034 0.307
C -7.615 1.372 0.367
C -6.436 2.332 0.143
C -5.205 1.776 0.263
C -4.920 0.326 0.393
N -3.760 -0.006 0.583
C -3.371 -1.161 -0.432
H -4.095 -2.033 -0.764
C -2.526 -0.580 -1.514
N -1.430 0.117 -1.243
C -0.241 -0.330 -1.255
O 0.066 -1.469 -1.998
C 0.956 0.406 -0.786
N 1.118 1.835 -0.524
N 2.231 2.062 -0.004
C 3.037 0.944 -0.375
C 2.172 0.011 -0.623
C 2.765 -1.343 -0.969
H 1.887 -2.117 -0.916
H 3.403 -1.371 -2.147
S 3.925 -1.780 0.395
O 4.588 -3.209 0.224
O 3.118 -1.488 1.584
C 4.915 -0.455 0.422
C 6.361 -0.671 0.659
C 7.223 0.546 0.507
C 6.711 1.676 0.122
C 5.433 1.955 -0.005
C 4.477 0.724 -0.010
H 5.036 2.839 -0.287
H 7.470 2.738 0.251
H 8.286 0.285 0.594
H 6.647 -1.617 1.078
C 2.529 3.358 0.433
H 2.874 4.092 -0.246
H 1.683 3.673 0.898
H 3.083 3.301 1.507
C -1.910 1.158 -0.197
H -0.982 1.605 0.133
C -2.681 0.663 0.899
H -2.750 1.325 1.636
H -1.805 -0.163 1.561
H -2.333 1.735 -0.747
H -2.142 -1.368 -2.301
H -3.368 0.038 -2.064
H -2.546 -1.856 0.168
H -4.278 2.458 0.344
H -6.331 3.447 0.135
H -8.448 1.837 0.216
H -8.129 -0.570 0.341
H -7.584 -2.538 -0.132
```

# C23H24N5O5

2 unconnected molecules or ions with the total composition C23H24N5O5 in a non-equilibrium geometry (the ωB97M-V functional and the def2-TZVPD basis, the OMol25 dataset).

Properties
LUMO energy (eV): 1.526
Orbital gap (eV): 6.44
Molar mass (g/mol): 450.475
Total charge: -1
E_HOMO (eV): -4.91

```
57
C23H24N5O5 | the OMol25 dataset | the ωB97M-V functional and the def2-TZVPD basis
N 1.216 -0.657 0.442
O -1.868 -4.095 -0.209
O -2.366 3.826 -1.146
O 2.491 1.856 -2.554
O 0.325 5.383 -0.923
O 1.211 2.174 -4.334
C 0.620 -1.486 -0.120
N 2.951 -1.644 -4.771
C -1.036 -3.302 0.217
C -1.904 3.378 -0.107
C 1.382 2.053 -3.104
C 0.990 4.379 -1.170
C -0.169 -2.538 -0.687
C -0.057 -2.906 -2.018
C 3.139 -2.685 -3.952
C 1.809 -0.936 -4.657
C -1.734 -2.013 6.453
C -2.459 -3.183 6.212
C -0.960 -1.452 5.436
C 2.174 -3.100 -3.032
C 0.794 -1.299 -3.759
C -2.410 -3.789 4.953
C -0.909 -2.058 4.179
C 0.968 -2.410 -2.932
C -1.637 -3.238 3.919
N 2.239 4.482 -1.643
N -0.861 -3.206 1.584
N -0.682 2.863 0.040
C -2.769 3.342 1.131
C 2.892 5.735 -2.005
C -1.636 -3.936 2.576
C 0.149 2.177 -2.204
C 0.449 2.949 -0.906
H -0.679 -3.715 -2.390
H 4.071 -3.238 -4.017
H 1.664 -0.077 -5.303
H -1.772 -1.540 7.429
H -3.063 -3.620 7.001
H -0.399 -0.540 5.619
H 2.376 -3.961 -2.407
H -0.106 -0.695 -3.724
H -2.983 -4.694 4.775
H -0.301 -1.576 3.420
H 2.694 3.606 -1.909
H -0.139 -2.569 1.908
H -0.465 2.486 0.943
H -2.249 3.849 1.941
H -3.702 3.861 0.918
H -2.970 2.307 1.396
H 2.403 6.149 -2.889
H 3.943 5.554 -2.227
H 2.803 6.448 -1.184
H -2.674 -4.033 2.237
H -1.225 -4.944 2.688
H -0.201 1.174 -1.951
H -0.642 2.688 -2.754
H 1.273 2.414 -0.432
```

Question: The highest molar mass belongs to which entry?
Answer: C23H24IN2O2S2SbSn

Copy entry 5 word for word.
# C23H24N4O3S2V

A molecular structure, C23H24N4O3S2V (the ωB97M-V functional and the def2-TZVPD basis, the OMol25 dataset).

Properties
LUMO energy (spin up / spin down) (eV): -3.319 / -3.483
<S²>: 2.0181
Energy relative to the best compared isomer or geometry (same formula, charge and spin) (kcal per mole): 15.2
Orbital gap (spin up / spin down) (eV): 7.58 / 7.49
Molar mass (g/mol): 519.548
Total charge: +1
2S+1: 3
E_HOMO (spin up / spin down) (eV): -10.90 / -10.97

```
57
C23H24N4O3S2V | the OMol25 dataset | the ωB97M-V functional and the def2-TZVPD basis
V 0.162 0.999 -1.010
C 3.727 -1.948 2.265
C 4.218 -2.055 0.830
N 3.120 -2.028 -0.129
C 2.493 -0.908 -0.497
S 1.102 -1.100 -1.554
N 2.944 0.249 -0.074
N 2.199 1.254 -0.608
C 2.669 2.443 -0.676
C 3.995 2.872 -0.153
C 1.819 3.337 -1.487
C 2.130 4.659 -1.755
C 1.327 5.370 -2.638
C 0.237 4.747 -3.220
C -0.030 3.431 -2.878
N 0.745 2.740 -2.051
H 4.571 -1.894 2.953
H 3.122 -2.814 2.537
H 3.122 -1.051 2.395
H 4.760 -2.987 0.668
H 4.899 -1.238 0.590
H 2.741 -2.896 -0.463
H 4.293 2.226 0.669
H 3.968 3.904 0.190
H 4.753 2.793 -0.936
H 2.988 5.124 -1.295
H 1.557 6.401 -2.868
H -0.410 5.263 -3.914
H -0.900 2.916 -3.267
O -1.216 2.680 -0.290
C -0.797 2.396 0.845
O 0.032 1.440 0.977
H -1.125 2.942 1.738
O -1.607 -0.030 -0.906
S -2.514 -0.214 0.321
C -3.841 -1.199 -0.331
C -3.738 -1.799 -1.576
C -4.799 -2.571 -2.025
C -5.930 -2.733 -1.238
C -6.019 -2.118 0.003
C -4.971 -1.337 0.463
C -1.659 -1.380 1.338
C -1.176 -2.571 0.807
C -0.484 -3.432 1.637
C -0.293 -3.104 2.977
C -0.781 -1.915 3.493
C -1.467 -1.036 2.667
H -2.852 -1.649 -2.176
H -4.743 -3.046 -2.995
H -6.751 -3.336 -1.600
H -6.907 -2.239 0.607
H -5.034 -0.841 1.424
H -1.335 -2.806 -0.236
H -0.098 -4.366 1.252
H 0.242 -3.788 3.623
H -0.625 -1.668 4.534
H -1.835 -0.091 3.046
```